1.
A structure of composition C11H34O7V2, computed with wB97M-V/def2-TZVPD.

Computed properties:
frontier orbital gap (alpha / beta)	7.8 / 8.0	eV
LUMO (alpha / beta)	-7.68 / -7.67	eV
HOMO (alpha / beta)	-15.5 / -15.7	eV
2S+1	7
charge	+2

```
54
Properties=species:S:1:pos:R:3:lowdin_spin:R:1
V -0.4923 -0.8622 1.3196 2.9033
V 2.2242 -1.6273 -0.5708 2.9479
C 2.0022 -2.6589 2.8022 0.0023
O 1.3888 -2.1642 1.6070 0.0255
H 2.9977 -3.0802 2.6625 -0.0006
H 2.1783 -1.8213 3.4771 0.0009
H 1.3026 -3.3181 3.3162 -0.0002
O 0.6438 -0.3079 -0.4674 0.0450
H 0.1103 -0.0401 -1.2408 0.0044
C -1.7098 -0.1487 -3.0440 0.0004
C -3.1973 -0.3339 -2.7811 0.0001
O -3.4985 -0.3028 -1.4451 0.0012
H -1.1209 -1.0383 -2.8202 0.0001
H -1.2601 0.6454 -2.4479 0.0001
H -1.5523 0.0690 -4.1003 0.0000
H -3.5744 -1.2763 -3.1784 0.0000
H -3.7624 0.4108 -3.3415 0.0001
H -2.9738 -0.9994 -1.0437 0.0014
C -2.1730 2.9093 -0.0513 0.0003
C -2.4247 1.9853 1.1300 0.0015
O -2.1211 0.6779 0.6427 0.0240
H -2.1257 3.9823 0.1347 0.0001
H -3.0000 2.8995 -0.7614 0.0000
H -1.2570 2.6745 -0.5935 0.0000
H -3.4789 1.9980 1.4066 0.0002
H -1.8486 2.2970 2.0012 0.0000
H -2.6245 0.5378 -0.1626 0.0013
C 1.2934 2.5808 3.5417 -0.0005
C 1.0332 1.0690 3.4640 0.0023
O 0.5130 0.8489 2.1823 0.0173
H 1.6107 2.8876 4.5384 -0.0002
H 0.3839 3.1358 3.3116 0.0000
H 2.1442 2.8574 2.9190 0.0001
H 0.2297 0.7594 4.1322 0.0006
H 1.9885 0.5645 3.6090 0.0005
H 0.9119 1.4542 1.5529 0.0011
C 1.2624 3.3134 -2.2073 0.0001
C 2.2297 2.7448 -1.1190 0.0005
O 1.4875 2.2598 -0.0774 0.0007
H 0.5829 3.9740 -1.6687 0.0000
H 0.6678 2.5186 -2.6577 0.0000
H 1.7941 3.9104 -2.9482 0.0000
H 2.9907 3.4365 -0.7577 0.0000
H 2.6899 1.8570 -1.5527 0.0006
H 1.1663 1.3931 -0.3366 0.0004
C 1.0754 -5.4212 -0.3623 0.0011
C 0.5314 -4.6213 -1.5342 0.0006
O 0.6740 -3.2290 -1.2700 0.0141
H 0.4958 -5.1585 0.5226 0.0000
H 2.1023 -5.1528 -0.1142 0.0005
H 0.9742 -6.5002 -0.4791 0.0000
H -0.5139 -4.7428 -1.8181 -0.0004
H 1.2209 -4.9312 -2.3196 0.0003
H -0.1924 -2.9153 -1.0007 0.0011
```

2.
A structure of composition C11H35BI2N2O13P, computed with wB97M-V/def2-TZVPD.

Computed properties:
frontier orbital gap	7.2	eV
LUMO	-4.91	eV
HOMO	-12.2	eV
2S+1	1
charge	+1

```
65
Properties=species:S:1:pos:R:3:mulliken_charge:R:1
C 1.3833 2.9908 3.1554 -0.6704
O 0.8646 1.7322 2.6721 -0.4850
B 1.2762 1.3562 1.4422 0.0050
O 2.6323 1.3866 1.1165 -0.3776
C 0.1904 0.8096 0.3820 2.0292
C 0.0346 1.9415 -0.6619 -1.3430
C -1.3578 2.5685 -0.7906 -0.1971
C -1.7416 3.4535 0.3898 -1.3385
O -2.3539 1.6148 -1.1330 -0.4225
O -1.0209 0.6044 1.1555 -0.1477
C -1.1622 -0.7103 1.5985 -1.7485
C -1.3975 -1.7034 0.4614 0.5066
I -3.3583 -1.5623 -0.3734 0.2770
P -1.2193 -3.4211 1.1005 0.8257
O -1.2324 -4.4141 0.0295 -0.7201
O -2.3906 -3.5826 2.1534 -0.5030
O 0.1389 -3.4132 1.9325 -0.5329
N -0.3127 -1.5059 -0.6121 -0.0911
I -1.0221 -1.0170 -2.5328 0.4360
C 0.7750 -0.5205 -0.1755 -1.7072
N 1.7081 -0.3087 -1.2384 -0.2048
C 2.8163 -0.9611 -1.2184 0.9101
C 2.9477 -2.4035 -0.8150 -1.2879
C 4.0597 -0.2725 -1.6939 -1.4274
H 0.5450 3.5626 3.5195 0.2069
H 2.1277 2.8405 3.9311 0.2543
H 1.8604 3.5777 2.3673 0.3315
H 2.8568 2.1342 0.5573 0.3559
H 0.3644 1.6377 -1.6509 0.4031
H 0.6856 2.7731 -0.3796 0.5139
H -1.2923 3.2517 -1.6435 0.4185
H -2.5734 4.1060 0.1399 0.4940
H -0.8797 4.0748 0.6210 0.3289
H -2.0093 2.8677 1.2690 0.2206
H -3.0499 1.6372 -0.4738 0.3335
H -0.3020 -0.9718 2.2276 0.5190
H -2.0518 -0.7471 2.2259 0.7156
H -2.0607 -3.3159 3.0252 0.3636
H 0.7142 -4.1315 1.6347 0.3546
H 0.1174 -2.4230 -0.7592 0.5055
H 1.3115 -1.0220 0.6334 0.9699
H 2.4362 -2.6312 0.1246 0.2097
H 2.5124 -3.0120 -1.6050 0.3072
H 3.9908 -2.6927 -0.7657 0.5735
H 4.1014 0.7406 -1.3141 0.3103
H 4.0241 -0.2465 -2.7875 0.3036
H 4.9413 -0.8474 -1.4310 0.3916
O 0.0535 4.1800 5.5781 -0.5876
H -0.7525 3.7788 5.9191 0.3068
H 0.5665 4.3821 6.3675 0.2841
O -3.3404 -6.8790 0.7220 -0.6326
H -2.6473 -6.2465 0.5014 0.3289
H -3.4332 -6.8116 1.6766 0.3087
O -1.3624 -1.4502 -5.9580 -0.5830
H -0.5724 -1.7521 -6.4181 0.3056
H -1.1550 -1.5438 -5.0236 0.1060
O -1.9213 6.2358 1.7247 -0.5958
H -2.5271 6.9645 1.5554 0.3024
H -1.9803 6.0981 2.6755 0.2982
O 3.8180 -3.6887 -3.2979 -0.6181
H 3.6300 -3.6776 -4.2428 0.2950
H 3.7020 -4.6140 -3.0540 0.3192
O -3.8930 0.5182 -5.0255 -0.6160
H -3.0869 0.1776 -5.4329 0.3231
H -3.7259 0.5042 -4.0778 0.2850
```

3.
A structure of composition C11H35NNbO3, computed with wB97M-V/def2-TZVPD.

Computed properties:
frontier orbital gap	7.1	eV
LUMO	2.49	eV
HOMO	-4.6	eV
2S+1	1
charge	-1

```
51
Properties=species:S:1:pos:R:3:mulliken_charge:R:1
N -0.2731 0.2794 5.3802 -0.7743
C -1.4471 0.8512 4.7136 -0.1763
C -2.7355 0.4828 5.4348 -0.8281
C -3.2800 -0.9456 5.2716 -0.6801
C -3.2564 -1.5320 3.8553 -0.3009
C -1.9151 -2.1319 3.3885 -1.2593
Nb -1.2081 -1.7518 1.2958 -0.9834
H -0.5089 -0.5936 5.8311 0.2707
H 0.4460 0.0654 4.6992 0.3259
H -1.5119 0.5570 3.6627 0.1230
H -1.3510 1.9382 4.7270 0.3820
H -3.5213 1.1761 5.1248 0.3806
H -2.5595 0.6756 6.4984 0.3365
H -4.3222 -0.9001 5.6003 0.3458
H -2.7856 -1.6428 5.9575 0.3196
H -3.6425 -0.7638 3.1769 0.2328
H -3.9938 -2.3380 3.8295 0.4157
H -2.0007 -3.2278 3.3361 0.5121
H -1.1476 -1.8647 4.1089 0.2677
H -2.0371 -0.0740 1.2884 -0.0872
H -2.5817 -2.5260 0.2446 -0.1122
H -0.1439 -3.2874 1.0560 -0.0954
H 0.3035 -0.9603 2.0568 -0.0559
H -0.4044 -0.9592 -0.1060 0.4632
C 1.2325 3.0300 -2.4586 -0.8271
C 0.5120 2.3256 -1.3215 -0.3348
O 0.9039 0.9693 -1.2130 -0.3770
H 1.0338 2.4842 -3.3821 0.1259
H 0.9137 4.0653 -2.5869 0.3832
H 2.3118 3.0249 -2.2843 0.2721
H -0.5625 2.2916 -1.5006 0.2936
H 0.6710 2.8519 -0.3736 0.2822
H 1.8397 0.9277 -0.9976 0.2152
C 4.1670 0.6082 -4.2716 -0.8815
C 3.7174 1.8213 -5.0621 -0.1417
O 4.4469 2.9991 -4.7225 -0.5331
H 4.0737 0.7983 -3.2016 0.1994
H 3.5823 -0.2771 -4.5236 0.2568
H 5.2163 0.3858 -4.4851 0.3895
H 2.6780 2.0590 -4.8471 0.0949
H 3.7984 1.6226 -6.1364 0.3189
H 5.3754 2.8353 -4.9084 0.3025
C -0.7971 -1.5471 -3.1494 -0.5824
C 0.3841 -2.1975 -3.8273 -0.2553
O 1.1310 -1.2755 -4.6374 -0.4978
H -1.4658 -1.1082 -3.8932 0.2569
H -1.3513 -2.2660 -2.5458 0.2976
H -0.4538 -0.7641 -2.4706 -0.0581
H 0.0843 -2.9884 -4.5157 0.3089
H 1.0383 -2.6406 -3.0692 0.2470
H 1.3971 -0.5621 -4.0466 0.2217
```

Values of F_max, in order: 3.31, 1.54, 1.87, all in eV Å⁻¹.
Values of electronic energy, in order: -2853.55477, -2489.18325, -777.28080, all in a.u..